Below is one molecule with the formula C17H27NO3, with properties calculated with ωB97M-V/def2-TZVPD.

Atoms and positions in Å:
C 1.709 3.172 -3.284
C 1.110 2.654 -1.983
C 2.045 1.673 -1.279
C 1.457 1.178 0.040
H 1.328 2.020 0.723
H 0.464 0.767 -0.159
C 2.299 0.097 0.727
H 2.456 -0.721 0.014
C 3.669 0.623 1.190
C 4.815 0.175 0.289
H 4.663 0.510 -0.734
H 5.758 0.582 0.646
H 4.892 -0.910 0.285
H 3.870 0.267 2.203
H 3.646 1.713 1.234
C 1.523 -0.476 1.924
N 0.288 -1.107 1.525
C -0.927 -0.684 1.929
O -1.107 0.223 2.713
C -2.049 -1.483 1.272
H -1.804 -2.545 1.365
C -3.459 -1.194 1.841
C -4.328 -2.276 1.251
C -4.470 -2.012 -0.041
H -4.976 -2.592 -0.791
C -3.711 -0.741 -0.333
H -3.975 -0.224 -1.251
C -3.893 0.006 0.993
H -3.242 0.868 1.114
H -4.927 0.293 1.176
C -2.207 -1.091 -0.219
C -1.683 -2.153 -1.147
O -0.704 -2.819 -0.915
O -2.377 -2.268 -2.276
H -1.992 -2.951 -2.848
H -1.621 -0.188 -0.434
H -4.684 -3.128 1.799
H -3.474 -1.074 2.919
H 0.340 -1.840 0.830
H 1.257 0.321 2.622
H 2.147 -1.212 2.444
H 2.230 0.819 -1.936
H 3.001 2.167 -1.096
H 0.158 2.161 -2.193
H 0.905 3.496 -1.317
H 2.647 3.690 -3.093
H 1.027 3.866 -3.771
H 1.907 2.349 -3.968

Output
ΔE to the lowest compared entry with this formula, charge and spin: 0.01 kcal per mole
structure (SMILES): CCCC[C@@H](CC)CNC(=O)[C@@H]1[C@@H](C(=O)O)[C@H]2C=C[C@@H]1C2
DFT total energy: -25700.75556 eV
lowest unoccupied orbital energy: 0.50 eV
multiplicity: 1
Kohn-Sham gap: 9.78 eV

Below is C32H40GdIN3P2SSi as an isolated structure, with properties calculated with ωB97M-V/def2-TZVPD.

Atoms and positions in Å:
Gd -0.275 -0.051 0.245
I -1.541 3.359 1.065
C 0.510 3.788 1.534
C 0.731 4.952 2.189
C 2.075 5.343 2.512
C 3.100 4.509 2.132
C 2.828 3.328 1.419
C 3.908 2.721 0.712
C 3.726 1.619 -0.052
C 2.437 1.079 -0.112
C 1.339 1.675 0.499
C 1.473 2.890 1.137
H -0.121 5.600 2.467
H 2.292 6.201 3.095
H 4.174 4.797 2.437
H 4.838 3.162 0.833
H 4.475 1.228 -0.702
H 2.291 0.162 -0.703
C 1.781 0.445 3.798
C 0.328 0.130 3.961
C -0.332 0.193 5.133
C -1.746 0.044 5.132
C -2.356 -0.128 3.951
C -1.602 -0.226 2.756
N -0.274 -0.049 2.756
N -2.147 -0.384 1.483
Si -3.804 -0.805 1.106
C -3.797 -1.201 -0.714
C -4.358 -2.387 2.031
C -4.876 0.711 1.159
H 2.080 0.118 2.856
H 2.517 0.085 4.444
H 1.930 1.560 3.869
H 0.232 0.380 6.026
H -2.363 0.026 6.021
H -3.412 -0.318 3.871
H -2.768 -1.493 -1.109
H -4.178 -0.349 -1.341
H -4.501 -1.960 -0.986
H -3.548 -3.110 2.026
H -5.272 -2.773 1.533
H -4.641 -2.241 3.113
H -5.098 1.194 2.101
H -5.840 0.546 0.673
H -4.299 1.375 0.498
C 0.624 2.617 -2.634
P -0.188 1.005 -2.612
C -1.707 1.204 -3.687
C 0.930 -0.090 -3.679
C 1.641 0.403 -4.738
C 2.242 -0.438 -5.719
C 2.083 -1.794 -5.526
C 1.505 -2.328 -4.330
C 0.862 -1.467 -3.477
P -0.084 -2.299 -2.123
C -1.410 -2.941 -3.212
C 0.785 -3.861 -1.627
H 1.713 2.511 -2.388
H 0.276 3.358 -1.844
H 0.599 3.121 -3.627
H -1.344 1.517 -4.633
H -2.185 2.122 -3.239
H -2.398 0.361 -3.827
H 1.614 1.458 -4.943
H 2.684 -0.042 -6.598
H 2.474 -2.496 -6.268
H 1.597 -3.406 -4.198
H -1.165 -3.885 -3.693
H -1.451 -2.249 -4.063
H -2.317 -3.033 -2.651
H 1.184 -4.503 -2.453
H 0.171 -4.496 -1.057
H 1.669 -3.634 -0.934
S 1.149 -4.030 2.533
C 2.695 -3.397 1.896
C 2.387 -2.312 1.142
N 1.061 -1.960 1.043
C 0.332 -2.749 1.724
H 3.687 -3.702 2.203
H 3.083 -1.726 0.679
H -0.717 -2.589 1.703

Output
net charge: +1
⟨S²⟩: 16.060
ΔE to the lowest compared entry with this formula, charge and spin: 0.00 kcal per mole
DFT total energy: -104525.53404 eV
lowest unoccupied orbital energy (spin up / spin down): -2.26 / -3.55 eV
multiplicity: 8
Kohn-Sham gap (spin up / spin down): 7.84 / 6.57 eV